129
Properties=species:S:1:pos:R:3:forces:R:3:lowdin_charge:R:1 method="wB97M-V/def2-TZVPD" largest_force_ha_per_bohr=0.0705 total_charge=0 orbital_gap_ev=9.7843 smiles=CC(C)O.CC(C)O.CC(C)O.CC(C)O.CC(C)O.CC(C)O.CC(C)O.CCO.CCO.CCO.CCO.CCO energy_ha=-2135.49108
C -2.399 -1.495 -6.069 -0.287 -1.521 -1.728 -0.066
C -1.931 -1.472 -4.696 0.536 1.649 2.419 -0.546
C -2.057 -2.761 -3.939 -0.097 -1.221 -0.793 -0.047
O -0.585 -0.992 -4.707 0.049 -0.267 0.614 -0.044
H -3.457 -1.750 -6.123 -0.093 0.102 0.015 0.086
H -1.861 -2.314 -6.603 -0.223 0.712 -0.009 0.103
H -2.231 -0.537 -6.535 0.107 0.185 -0.292 0.086
H -2.536 -0.719 -4.156 -0.004 -0.056 -0.021 0.118
H -3.075 -3.153 -3.980 -0.154 0.205 0.210 0.087
H -1.707 -2.749 -2.919 -0.013 0.406 0.448 0.048
H -1.456 -3.513 -4.446 0.255 -0.172 -0.142 0.088
H -0.294 -0.810 -3.783 -0.013 -0.045 -0.834 0.054
C 2.387 3.552 1.429 -0.830 -0.244 0.139 -0.055
C 1.811 3.566 2.817 0.057 0.403 1.160 -0.460
C 0.426 2.887 2.940 1.065 -0.042 -0.710 -0.040
O 2.821 2.890 3.610 -0.407 0.083 -0.130 -0.071
H 1.796 4.208 0.811 -0.027 0.254 -0.481 0.073
H 2.264 2.542 1.078 0.082 -0.519 -0.513 0.058
H 3.435 3.800 1.389 0.252 0.297 0.171 0.083
H 1.695 4.609 3.177 0.260 -0.329 -0.077 0.137
H 0.568 1.864 2.594 -0.177 -0.283 0.129 0.058
H -0.293 3.335 2.243 0.184 0.112 0.447 0.052
H 0.065 2.878 3.972 -0.085 0.123 -0.188 0.086
H 2.536 2.814 4.525 -0.164 0.075 0.033 0.083
C -3.520 -1.191 2.874 0.264 0.172 1.279 -0.040
C -2.039 -0.892 2.998 -1.214 -0.567 0.060 -0.477
C -1.663 -0.289 4.327 2.069 -0.670 0.908 -0.056
O -1.390 -2.173 2.756 -0.397 1.569 0.100 -0.059
H -3.722 -1.710 1.986 -0.176 -0.688 -1.444 0.042
H -4.158 -0.319 2.895 -0.024 0.382 0.130 0.075
H -3.797 -1.867 3.686 -0.097 0.097 0.093 0.092
H -1.769 -0.133 2.277 0.306 -0.039 -0.815 0.107
H -1.774 -0.967 5.184 -0.225 -0.092 -0.309 0.091
H -2.045 0.667 4.637 -0.838 0.422 -0.450 0.070
H -0.572 -0.092 4.269 -0.268 -0.150 0.187 0.060
H -0.463 -2.010 2.944 0.507 -0.482 0.217 0.022
C 3.579 -2.629 4.236 0.471 -0.870 1.182 -0.051
C 2.357 -1.765 4.285 -1.129 0.093 -0.907 -0.451
C 2.344 -0.618 3.292 -1.038 -2.936 -1.857 -0.034
O 1.154 -2.560 4.002 1.045 0.141 0.417 -0.070
H 3.719 -3.155 3.305 -0.361 -0.174 -0.546 0.066
H 3.483 -3.418 5.047 0.420 0.866 -0.809 0.104
H 4.508 -2.060 4.360 -0.217 -0.011 0.361 0.085
H 2.237 -1.334 5.249 -0.048 0.175 1.225 0.123
H 1.358 -0.171 3.202 0.078 0.277 0.300 0.056
H 2.523 -1.135 2.314 -0.159 0.627 0.413 0.077
H 3.117 0.062 3.410 1.272 1.492 0.529 0.046
H 1.196 -3.346 4.574 -0.191 0.381 -0.344 0.101
C -0.249 4.340 -3.314 0.006 0.301 0.064 -0.053
C 0.191 3.177 -2.455 0.432 0.459 0.226 -0.503
C -0.452 3.226 -1.057 0.247 0.903 0.498 -0.057
O -0.175 2.008 -3.150 1.239 -0.960 1.067 -0.075
H 0.366 4.503 -4.212 -0.195 -0.385 0.243 0.086
H -0.202 5.254 -2.729 -0.118 0.249 0.014 0.072
H -1.277 4.138 -3.600 -0.177 0.219 -0.192 0.077
H 1.297 3.259 -2.333 -0.422 -0.261 -0.007 0.127
H 0.057 2.645 -0.275 -0.124 -0.398 -0.505 0.054
H -1.507 2.956 -1.101 0.107 -0.113 -0.053 0.041
H -0.407 4.248 -0.629 -0.055 -0.213 -0.409 0.083
H 0.317 1.269 -2.666 -1.051 0.533 -1.056 0.063
C -2.979 2.745 1.635 -1.269 -0.038 -0.015 -0.032
C -4.472 3.260 1.550 0.331 -0.318 -0.317 -0.441
C -4.652 4.455 0.630 -0.080 -0.006 0.229 -0.059
O -5.358 2.212 1.077 0.452 0.041 0.151 -0.085
H -2.942 2.007 2.461 0.176 0.101 -0.701 0.066
H -2.197 3.498 1.831 -0.761 0.037 -0.090 0.055
H -2.780 2.302 0.645 0.168 -0.184 0.526 0.060
H -4.856 3.479 2.557 0.255 0.037 -0.219 0.131
H -4.327 4.183 -0.361 -0.201 -0.328 -0.613 0.063
H -4.033 5.320 0.841 0.000 0.195 0.602 0.075
H -5.716 4.723 0.633 0.313 0.122 -0.205 0.090
H -5.482 2.218 0.103 0.503 0.335 0.566 0.051
C 0.910 -0.763 0.004 -1.259 -0.455 1.215 -0.033
C 0.038 -0.973 -1.205 -0.840 2.021 -0.060 -0.413
C -1.385 -0.313 -1.068 0.802 -0.385 -0.883 -0.007
O 0.747 -0.313 -2.231 0.013 0.338 -1.024 -0.117
H 1.844 -1.257 -0.063 1.098 -0.414 -0.481 0.043
H 0.476 -1.209 0.889 -0.453 0.117 0.423 0.071
H 1.093 0.303 0.171 -0.142 -0.084 -0.055 0.093
H -0.145 -1.983 -1.516 0.271 -0.958 0.210 0.112
H -1.891 -0.063 -2.042 0.722 -0.656 0.779 0.069
H -1.319 0.623 -0.547 0.131 0.499 0.408 0.047
H -1.985 -0.996 -0.487 -0.471 -0.173 0.191 0.069
H 1.723 -0.393 -2.070 -0.295 -0.322 -0.269 0.048
C 2.953 -4.428 -1.352 -0.343 1.302 0.644 -0.057
C 3.798 -3.752 -0.267 0.349 -0.311 0.222 -0.289
O 4.634 -2.802 -0.926 -0.047 0.277 -0.345 -0.104
H 3.570 -4.736 -2.213 -0.358 0.204 0.428 0.093
H 2.164 -3.696 -1.617 0.490 -0.391 -0.463 0.075
H 2.416 -5.254 -0.923 -0.065 -0.629 0.088 0.066
H 4.484 -4.468 0.208 -0.383 -0.072 0.114 0.114
H 3.222 -3.219 0.537 0.090 -0.697 -0.735 0.114
H 5.045 -2.261 -0.251 0.319 0.195 0.165 0.056
C -3.702 1.985 -2.896 1.030 0.610 -0.019 -0.085
C -4.754 1.014 -2.464 1.499 -1.659 -0.682 -0.351
O -5.797 1.642 -1.804 -0.716 0.651 0.433 -0.063
H -3.308 2.550 -2.028 -0.455 -0.198 -0.276 0.057
H -4.005 2.725 -3.652 -0.053 -0.370 0.140 0.089
H -2.813 1.429 -3.245 -0.458 0.338 -0.217 0.057
H -4.217 0.314 -1.786 -0.419 0.143 -0.082 0.110
H -5.110 0.366 -3.309 0.112 0.689 0.416 0.128
H -6.300 0.931 -1.418 -0.675 -0.193 0.294 0.092
C -3.404 -4.642 0.945 0.226 -0.506 1.170 -0.095
C -2.632 -4.615 -0.345 -0.845 1.191 -0.278 -0.319
O -3.464 -5.160 -1.379 0.313 -0.023 0.821 -0.070
H -3.700 -5.684 1.234 0.061 0.928 -0.360 0.092
H -4.247 -3.944 1.024 -0.079 -0.439 -0.618 0.073
H -2.743 -4.264 1.729 0.204 -0.189 0.107 0.056
H -1.663 -5.080 -0.241 0.199 -0.849 -0.047 0.103
H -2.361 -3.564 -0.564 -0.322 -0.129 -0.125 0.094
H -3.036 -5.001 -2.211 0.276 0.076 -0.681 0.047
C 5.101 -0.072 1.161 -0.775 0.026 -1.570 -0.097
C 5.948 0.575 2.176 1.795 -0.690 0.135 -0.300
O 6.820 -0.458 2.723 -0.985 0.401 -0.629 -0.073
H 4.202 0.547 0.968 0.326 -0.478 0.020 0.086
H 4.797 -1.092 1.469 0.091 0.585 -0.017 0.073
H 5.669 -0.108 0.213 -0.370 -0.300 0.271 0.087
H 5.380 1.049 2.934 -0.699 0.290 1.037 0.089
H 6.602 1.343 1.754 -0.201 0.103 -0.232 0.118
H 7.181 -0.045 3.489 0.762 0.091 0.966 0.059
C 3.615 1.458 -2.843 1.576 0.070 0.056 -0.070
C 4.153 0.018 -2.861 -2.194 0.219 0.648 -0.216
O 3.280 -0.685 -1.917 1.143 0.179 -0.462 -0.147
H 2.743 1.534 -3.455 -0.911 -0.049 -0.158 0.057
H 4.348 2.109 -3.338 -0.061 0.023 0.258 0.080
H 3.426 1.836 -1.817 0.136 -0.349 -0.583 0.083
H 5.180 -0.089 -2.560 0.447 0.073 0.177 0.102
H 3.988 -0.417 -3.851 0.302 0.018 0.008 0.119
H 3.680 -1.547 -1.684 -0.004 0.056 -0.077 0.048